Record 1
Molecular formula: C33H48DyP2
Method: DFT, the ωB97M-V functional and the def2-TZVPD basis

```
84
Properties=species:S:1:pos:R:3:forces:R:3
Dy 1.11074 -0.05815 0.40383 -0.58 0.43 6.31
C -0.35287 -0.86699 2.49222 0.89 -0.78 -0.26
C -0.06442 -2.01022 1.66443 0.71 0.47 0.77
C 1.86498 -1.44723 2.82005 -0.95 -0.10 -0.59
C 0.83397 -0.55644 3.23147 -0.10 -0.45 -1.18
C 1.30928 -2.37111 1.88430 -0.69 0.96 0.11
C -1.67097 -0.21142 2.69309 -0.56 0.34 0.18
H -2.42198 -0.55242 1.97113 0.13 0.02 0.16
H -1.59148 0.87910 2.59189 -0.10 -0.24 0.08
H -2.06527 -0.40211 3.70298 0.06 -0.03 -0.25
C 0.91940 0.36225 4.39186 0.11 0.52 0.28
H 0.06156 1.04467 4.41675 0.21 -0.08 0.05
H 1.83643 0.96565 4.34987 -0.23 -0.13 0.17
H 0.92945 -0.20197 5.34262 0.00 0.17 -0.35
C 3.21952 -1.51917 3.42127 0.61 0.04 0.30
H 3.17492 -1.86228 4.46735 0.02 0.08 -0.25
H 3.71645 -0.53704 3.42510 -0.11 -0.31 0.08
H 3.86453 -2.22313 2.88064 -0.09 0.17 0.13
C 1.96525 -3.61008 1.38315 0.12 -0.44 -0.06
H 1.76646 -4.45395 2.06873 0.10 0.22 -0.29
H 3.05569 -3.49463 1.32202 -0.22 -0.11 -0.07
H 1.58179 -3.89569 0.39139 0.13 -0.04 0.25
C -1.03293 -2.81532 0.87534 -0.35 -0.50 -0.36
H -1.11310 -3.83751 1.27381 -0.01 0.20 -0.05
H -0.74711 -2.92641 -0.18107 -0.06 0.02 0.10
H -2.03809 -2.38811 0.89078 0.11 -0.01 0.01
C -5.30714 0.88068 -1.91025 -1.11 0.02 -0.54
C -5.61987 0.57164 -3.18874 0.62 0.06 1.13
C -4.71568 0.03057 -4.25243 0.28 0.07 -0.64
C -3.19614 0.19473 -4.00592 -0.28 1.07 -0.01
C -2.63234 -0.90325 -3.16889 0.65 -1.06 -0.35
C -3.09790 -1.38494 -2.00182 1.59 0.20 -0.25
C -3.37544 -0.50391 -0.84288 -1.66 0.26 0.10
C -3.98076 0.87317 -1.19597 0.30 -0.22 0.63
H -4.96650 0.52115 -5.21541 0.10 -0.13 0.48
H -3.02441 1.16328 -3.52026 -0.18 0.07 -0.47
H -4.93873 -1.04051 -4.41557 0.06 0.36 0.09
H -3.22887 1.41524 -1.77055 -0.12 0.10 0.29
H -6.13975 1.21389 -1.26331 0.39 -0.16 -0.54
H -6.64232 0.70300 -3.52854 -0.07 -0.07 0.29
H -4.10290 1.39662 -0.23297 0.04 0.03 -0.41
H -3.97804 -1.03956 -0.10542 -0.16 0.22 0.14
H -2.85549 -2.41840 -1.75146 0.52 0.21 0.16
H -2.39843 -0.31204 -0.37234 -0.09 -0.15 0.00
H -2.70214 0.27381 -4.98934 -0.08 -0.35 0.42
H -1.71022 -1.37197 -3.56531 -1.23 -0.70 -0.50
P 0.12169 0.62475 -1.91044 -0.95 0.31 -3.04
C -0.47828 2.35759 -2.08199 0.43 0.59 0.57
C 0.11048 0.53999 -3.76512 -0.53 -0.55 -0.42
P 1.95922 -1.60913 -1.31016 0.98 -1.85 -2.55
C 1.98798 0.13566 -2.00066 0.39 0.98 -0.48
C 1.10413 -2.63006 -2.57505 -0.41 0.08 -0.45
C 3.72591 -1.99908 -1.42867 0.33 -0.11 0.29
H -0.60204 2.84020 -1.11929 0.02 0.07 -0.15
H -1.45645 2.33341 -2.59584 0.57 -0.22 0.05
H 0.24470 2.91825 -2.68299 -0.28 0.12 0.12
H 0.64731 1.44797 -4.07325 -0.18 -0.36 -0.10
H -0.91043 0.55255 -4.15302 0.41 0.22 0.01
H 0.62748 -0.31880 -4.18134 -0.11 -0.13 -0.01
H 3.89125 -3.07973 -1.31839 -0.04 0.31 -0.03
H 4.19462 -1.49205 -0.56548 0.09 -0.22 -0.45
H 4.15853 -1.64108 -2.37231 -0.03 -0.14 0.29
H 2.64370 0.90894 -1.52298 -0.25 -1.15 -0.41
H 2.31403 0.01466 -3.05272 -0.23 0.53 0.64
H 1.40065 -3.68605 -2.48735 0.15 0.38 0.12
H 1.30733 -2.29124 -3.60200 0.06 -0.22 0.30
H 0.00865 -2.61320 -2.41806 0.52 0.19 0.00
C 4.17895 2.25483 3.08562 -0.53 0.34 0.62
C 4.17022 1.54703 1.87581 -0.32 0.24 -1.26
C 3.14129 1.76849 0.95850 0.21 0.03 0.73
C 1.93796 2.42814 1.39212 0.13 0.33 1.29
C 0.68129 2.17416 0.81075 -0.25 0.27 -1.40
C -0.48756 2.69959 1.29916 0.55 0.27 0.62
C -0.44600 3.49048 2.47764 0.37 0.41 -0.11
C 0.76333 3.74888 3.10149 -0.57 -0.08 -0.15
C 1.96673 3.16082 2.63190 -0.21 -0.52 -0.45
C 3.12962 3.10035 3.42688 0.94 -0.16 -0.21
H 5.02784 2.14385 3.75175 -0.13 0.02 0.00
H 4.98768 0.86405 1.61248 -0.14 0.59 0.07
H 3.28947 1.58316 -0.11329 -0.03 -0.35 0.68
H -1.44490 2.49575 0.81820 0.12 -0.06 0.19
H -1.37820 3.88830 2.87512 0.25 0.03 0.02
H 0.79841 4.37220 3.99610 -0.04 -0.28 -0.13
H 3.18434 3.69288 4.33929 -0.03 -0.17 -0.13
```
Forces are in eV/Å.

Results
Charge: +1
E (Ha): -2853.5726
Largest force on an atom (eV Å⁻¹): 6.4
Spin multiplicity: 6
Gap between HOMO and LUMO (spin up / spin down) (Ha): 0.224 / 0.258
Energy relative to the best compared isomer or geometry (same formula, charge and spin) (eV): 1.914
Expectation value of S²: 9.17


Record 2
Molecular formula: C33H48HoP2
Method: DFT, the ωB97M-V functional and the def2-TZVPD basis

```
84
Properties=species:S:1:pos:R:3:forces:R:3
Ho 0.13179 0.04540 1.46684 2.30 2.77 -1.57
C 1.62243 1.94802 0.02479 -0.30 0.21 0.44
C 0.33022 2.52506 0.21989 0.79 -0.58 0.28
C 1.33801 2.31858 2.27571 -0.37 -0.09 -0.66
C 2.25770 1.85121 1.29357 -1.29 0.08 -0.25
C 0.15365 2.75493 1.60811 0.63 -0.56 0.24
C 2.32519 1.76315 -1.27852 0.63 -0.27 -0.50
H 1.66092 1.78521 -2.15585 0.20 0.06 0.37
H 2.85641 0.79485 -1.29870 -0.20 0.28 -0.08
H 3.10450 2.53840 -1.43498 -0.45 -0.28 0.12
C 3.69075 1.59920 1.55468 0.11 -0.44 0.30
H 4.18876 1.21402 0.66622 0.15 0.07 0.08
H 3.77476 0.85698 2.34859 0.33 0.11 -0.01
H 4.18153 2.51348 1.91243 0.00 -0.12 -0.21
C 1.69044 2.50504 3.70394 0.08 -0.32 0.82
H 2.52089 3.21057 3.83985 -0.27 0.06 -0.05
H 2.04503 1.55227 4.12269 -0.04 0.44 0.06
H 0.83077 2.83101 4.31007 0.36 0.00 -0.17
C -0.90492 3.60684 2.20498 -0.56 0.23 0.37
H -0.69941 4.67815 2.01782 -0.13 -0.41 0.10
H -0.96624 3.46243 3.29524 -0.03 0.15 -0.33
H -1.89622 3.38291 1.78685 0.13 0.16 0.06
C -0.45285 3.20939 -0.82656 -0.66 0.37 -0.54
H -0.30838 4.29413 -0.72335 -0.03 -0.13 -0.07
H -1.52771 3.03360 -0.73990 -0.03 0.03 -0.05
H -0.15580 2.94817 -1.84560 -0.04 -0.10 0.17
C 0.80091 -1.32999 -3.92109 0.11 0.34 -0.74
C 0.71678 -0.28408 -4.75206 0.29 -0.55 0.27
C -0.39797 0.70777 -4.91801 -0.41 0.04 -0.59
C -1.87466 0.20692 -4.83198 0.78 -0.40 -0.75
C -2.40747 0.34104 -3.45861 0.01 0.06 1.38
C -1.68916 0.33335 -2.31405 -0.52 -0.36 -0.19
C -0.46225 -0.43424 -1.94286 1.57 0.30 0.24
C -0.17491 -1.66764 -2.83353 0.24 0.13 0.47
H -0.20695 1.17386 -5.89933 -0.37 -0.08 0.34
H -1.96577 -0.81054 -5.23839 0.08 0.10 0.02
H -0.31181 1.50119 -4.17474 0.17 0.19 -0.02
H -1.13684 -2.07018 -3.19841 0.44 0.09 0.00
H 1.67749 -1.98109 -3.98840 -0.16 0.30 -0.04
H 1.56065 -0.07783 -5.40880 -0.05 -0.28 0.06
H 0.30601 -2.45070 -2.21789 -0.55 0.26 -0.18
H 0.42716 0.21462 -1.85972 -0.15 -0.23 -0.49
H -2.05179 0.87307 -1.45797 -0.66 -0.15 0.19
H -0.54902 -0.82511 -0.88762 -0.23 0.54 -1.11
H -2.50993 0.83468 -5.47987 0.31 -0.18 0.21
H -3.48379 0.52332 -3.39853 0.30 0.75 0.11
P -2.43072 -2.32749 -0.81453 -1.04 -1.07 -1.35
C -2.33893 -4.16285 -0.98186 0.18 -0.27 0.12
C -4.06632 -2.23145 -1.70967 -0.15 0.13 -0.09
P -2.42882 -0.11319 1.08546 -2.48 -1.41 -0.34
C -2.92787 -1.93209 0.89411 -0.16 0.06 0.52
C -3.92521 0.67432 0.35039 -0.28 0.70 0.18
C -2.45224 0.00917 2.93547 -0.58 0.27 -0.02
H -2.10140 -4.62921 -0.02715 0.11 -0.17 -0.01
H -1.54505 -4.40297 -1.70147 -0.11 0.03 0.26
H -3.27406 -4.58172 -1.37403 0.29 0.01 0.28
H -4.58813 -3.18940 -1.61789 -0.07 0.27 0.09
H -3.91354 -2.04948 -2.77931 0.15 -0.02 0.18
H -4.73008 -1.44569 -1.35133 0.09 0.12 0.03
H -3.41827 -0.43992 3.20253 0.41 0.11 0.49
H -2.39926 1.04631 3.29665 -0.04 -0.25 -0.09
H -1.62661 -0.57597 3.40317 -0.58 0.19 -0.21
H -2.36640 -2.58100 1.58840 -0.02 0.33 -0.14
H -4.00507 -2.11638 1.05452 0.35 0.34 0.29
H -4.14064 1.65464 0.80196 0.21 -0.26 -0.03
H -4.84433 0.07309 0.40947 0.48 -0.01 0.29
H -3.73044 0.85871 -0.71279 -0.02 -0.13 0.32
C 3.07137 -0.83463 4.54260 1.21 0.13 0.07
C 1.68788 -0.78393 4.32202 -0.51 -1.03 -0.35
C 1.19294 -1.32682 3.14121 0.63 0.03 0.61
C 2.07799 -1.57114 2.03491 1.22 -0.02 -0.32
C 1.59413 -1.54934 0.69093 -1.39 -0.93 0.62
C 2.41987 -1.93219 -0.32958 0.72 -0.02 0.03
C 3.80637 -2.07865 -0.10702 0.48 -0.42 0.28
C 4.31855 -1.93445 1.17248 0.23 -0.09 -0.02
C 3.48806 -1.66242 2.29562 -0.68 0.18 -0.62
C 3.95295 -1.33741 3.59204 -0.14 -0.13 0.38
H 3.49476 -0.49830 5.49137 -0.30 -0.03 -0.25
H 0.99987 -0.39985 5.07395 0.25 -0.38 0.10
H 0.16825 -1.73079 3.06525 0.10 0.32 0.20
H 2.02666 -2.13017 -1.32129 0.14 0.50 -0.04
H 4.48032 -2.28527 -0.95986 -0.42 0.06 0.68
H 5.38826 -2.03182 1.35548 -0.16 0.13 -0.15
H 5.02628 -1.45170 3.82082 -0.66 0.16 -0.06
```
Forces are in eV/Å.

Results
Charge: +1
E (Ha): -2916.6839
Largest force on an atom (eV Å⁻¹): 3.9
Spin multiplicity: 5
Gap between HOMO and LUMO (spin up / spin down) (Ha): 0.256 / 0.259
Expectation value of S²: 6.01


Record 3
Molecular formula: C33H48N2OP
Method: DFT, the ωB97M-V functional and the def2-TZVPD basis

```
85
Properties=species:S:1:pos:R:3:forces:R:3
C 0.55251 -3.01350 -5.80426 -0.26 0.15 -0.23
C 0.89799 -1.85253 -4.86983 0.09 -0.11 0.25
C 1.46072 -0.63143 -5.60846 -0.14 0.05 -0.04
P 1.99100 -2.30441 -3.42179 0.28 -0.11 -0.09
C 0.91137 -3.59469 -2.58331 0.22 -0.03 -0.41
C -0.50410 -3.07118 -2.32069 -0.04 -0.18 -0.06
C 1.53064 -4.07762 -1.26850 -0.13 -0.09 0.07
C 3.25594 -3.44661 -4.25063 -0.61 -0.02 0.16
C 4.33016 -3.92261 -3.26840 0.10 -0.04 -0.05
C 3.95223 -2.83062 -5.46758 0.17 -0.05 -0.02
H -0.15814 -2.64989 -6.55932 0.12 -0.17 0.05
H 1.42653 -3.40554 -6.33873 -0.27 0.09 0.17
H 0.06705 -3.84253 -5.27327 0.14 0.15 -0.11
H -0.03493 -1.52705 -4.38157 0.20 0.00 -0.15
H 0.75141 -0.32037 -6.38606 0.16 -0.01 0.05
H 1.59189 0.20882 -4.91497 0.04 -0.15 -0.14
H 2.42484 -0.83595 -6.08817 -0.30 0.11 0.13
H 0.87374 -4.43247 -3.30009 -0.22 0.08 0.37
H -1.05508 -3.80660 -1.72016 0.04 0.16 -0.09
H -0.47012 -2.13060 -1.75234 0.01 -0.09 -0.08
H -1.07405 -2.90537 -3.24199 0.11 0.00 0.21
H 0.79752 -4.69588 -0.73390 0.16 0.06 -0.03
H 2.42477 -4.68879 -1.41839 -0.24 0.21 0.10
H 1.78972 -3.22629 -0.62469 0.01 -0.14 -0.09
H 2.64219 -4.30637 -4.56803 0.39 0.07 -0.07
H 5.08865 -4.47564 -3.83784 -0.08 0.06 0.22
H 4.82641 -3.06798 -2.78841 -0.10 -0.20 -0.05
H 3.94514 -4.59375 -2.49581 0.16 0.22 -0.17
H 4.75537 -3.51436 -5.77568 -0.13 0.20 -0.01
H 3.29778 -2.69348 -6.33477 0.18 0.04 0.28
H 4.42070 -1.86960 -5.20955 -0.12 -0.19 -0.11
C 0.73381 2.23593 5.77905 0.13 0.51 0.28
N 0.37320 1.29924 4.74811 -0.15 -1.19 0.26
C 0.23395 -0.03537 5.01291 0.29 0.11 1.25
O 0.41659 -0.58711 6.09766 -0.32 0.67 -1.71
C -0.22657 -0.70718 3.72837 0.49 -0.65 0.33
C -1.59480 -1.36844 3.90605 -0.04 0.03 0.25
C -2.64157 -0.35656 4.30610 -0.45 -0.10 -0.01
C -2.79860 -0.01186 5.65414 0.07 0.01 -0.03
C -3.75484 0.92625 6.03660 -0.01 0.07 -0.17
C -4.56556 1.52748 5.06693 0.13 -0.03 -0.07
C -4.42286 1.17739 3.72001 0.00 -0.01 0.05
C -3.47661 0.22264 3.34435 0.14 0.13 0.25
N -0.24659 0.39241 2.77535 -0.40 -0.19 -2.55
C -0.55380 0.20391 1.48027 0.41 -0.06 1.99
C -0.58096 1.21642 0.51850 -0.25 0.57 -1.42
C -0.94678 0.97042 -0.80481 -0.14 0.09 1.73
C -1.07796 1.97880 -1.81420 -0.12 1.00 -1.03
C -1.60848 1.64560 -3.09458 0.23 -0.12 0.67
C -1.74974 2.60357 -4.08790 0.06 0.34 -0.04
C -1.37888 3.93720 -3.84460 0.02 -0.54 0.28
C -0.87454 4.29639 -2.58660 0.05 -0.07 0.10
C -0.72414 3.34117 -1.58537 -0.13 -0.40 -0.13
C 0.10898 1.69631 3.37518 0.15 0.41 0.51
C -1.03011 2.75327 3.32576 0.02 -0.46 -0.06
C -0.32718 4.10912 3.26727 -0.12 0.48 0.03
C 1.16660 3.86661 2.93770 0.20 0.54 -0.01
C 1.38004 2.36385 2.77317 -0.27 -0.43 -0.03
H 0.88397 1.68988 6.71614 -0.05 0.02 -0.32
H 1.66268 2.76031 5.52078 -0.16 -0.10 0.11
H -0.05888 2.98099 5.93467 0.15 -0.18 -0.04
H 0.54028 -1.44669 3.43472 -0.32 0.23 0.07
H -1.86958 -1.86983 2.97027 -0.02 -0.05 0.24
H -1.48129 -2.11397 4.70610 0.01 0.06 -0.36
H -2.16085 -0.49373 6.40217 -0.26 0.20 -0.23
H -3.86183 1.18529 7.09302 -0.03 -0.08 -0.38
H -5.31198 2.26556 5.36339 0.20 -0.22 -0.10
H -5.04989 1.64292 2.95445 0.15 -0.17 0.33
H -3.37701 -0.08128 2.29755 -0.10 0.13 0.28
H -0.80735 -0.82029 1.17916 0.17 0.31 0.26
H -0.34777 2.23341 0.84210 -0.10 -0.49 -0.33
H -1.26440 -0.04548 -1.05633 0.26 0.19 -0.08
H -1.92193 0.61314 -3.27139 0.16 0.30 -0.04
H -2.14698 2.32180 -5.06496 0.11 0.08 0.34
H -1.48150 4.68777 -4.62974 0.02 -0.24 0.25
H -0.58941 5.33432 -2.39164 -0.12 -0.41 -0.06
H -0.33805 3.63989 -0.60607 -0.09 -0.02 -0.46
H -1.65373 2.57832 2.44349 0.03 0.04 0.21
H -1.67641 2.63226 4.20687 0.13 -0.01 -0.32
H -0.78778 4.75332 2.50728 0.06 -0.12 0.24
H -0.43111 4.63395 4.22568 0.05 -0.09 -0.28
H 1.44762 4.40720 2.02485 0.03 -0.14 0.25
H 1.80050 4.26037 3.74269 -0.15 -0.07 -0.26
H 2.26626 1.99347 3.30501 -0.22 0.05 -0.24
H 1.47397 2.08451 1.72150 0.15 0.02 0.16
```
Forces are in eV/Å.

Results
Charge: +1
E (Ha): -1812.1440
Largest force on an atom (eV Å⁻¹): 2.6
Gap between HOMO and LUMO (Ha): 0.204
Energy relative to the best compared isomer or geometry (same formula, charge and spin) (eV): 0.000